1.
Density functional theory data (ωB97M-V with the def2-TZVPD basis set) for 2 unconnected molecules or ions with the total composition C4H8IN2 in a non-equilibrium geometry.

The geometry in ORCA input format:
```
! wB97M-V def2-TZVPD RIJCOSX def2/J DEFGRID3
* xyz 1 1
C -0.822 -1.291 0.935
C 0.681 -0.025 -0.243
C -0.730 0.054 -0.891
C 1.352 1.330 0.200
N 0.402 -0.868 0.926
N -1.496 -0.868 -0.124
I -1.004 0.132 -3.035
H -1.162 -2.049 1.482
H 1.381 -0.456 -1.021
H -1.420 1.739 -0.178
H 1.984 0.944 0.894
H 0.387 1.812 0.577
H 1.740 1.685 -0.711
H 1.149 -1.026 1.612
H -2.441 -1.114 -0.425
*
```

Highest occupied orbital energy (spin up / spin down) (eV): -12.9363 / -12.9300
Energy relative to the best compared isomer or geometry (same formula, charge and spin) (kcal per mole): 96.49
Kohn-Sham gap (spin up / spin down) (eV): 8.208 / 8.204
LUMO level (spin up / spin down) (eV): -4.728 / -4.726

2.
Density functional theory data (ωB97M-V with the def2-TZVPD basis set) for a gas-phase ion, C4H8IN2 (charge +1) in a non-equilibrium geometry.

The geometry in ORCA input format:
```
! wB97M-V def2-TZVPD RIJCOSX def2/J DEFGRID3
* xyz 1 1
C 0.106 -0.057 1.870
C 0.367 -0.222 0.425
I 2.507 -1.768 0.224
C -0.689 -0.875 -0.485
N -0.868 0.157 -1.501
C -0.110 1.181 -1.323
N 0.662 1.014 -0.254
H -0.765 -0.681 2.111
H -0.126 1.005 2.121
H 1.003 -0.304 2.521
H -0.183 -1.597 -1.091
H -1.582 -1.396 -0.155
H -1.590 0.026 -2.338
H 0.025 1.840 -2.186
H 1.240 1.678 0.060
*
```

Highest occupied orbital energy (eV): -12.9360
Energy relative to the best compared isomer or geometry (same formula, charge and spin) (kcal per mole): 38.83
Kohn-Sham gap (eV): 7.616
LUMO level (eV): -5.320

3.
Density functional theory data (ωB97M-V with the def2-TZVPD basis set) for a gas-phase ion, C4H8IN2 (charge +1) in a non-equilibrium geometry.

The geometry in ORCA input format:
```
! wB97M-V def2-TZVPD RIJCOSX def2/J DEFGRID3
* xyz 1 3
C -0.898 0.545 0.608
C 1.160 1.535 -0.124
C -0.752 -0.551 -0.224
C 1.804 0.291 -0.611
N -0.106 1.601 0.421
N -1.687 -1.692 0.264
I 3.619 -0.146 0.133
H -1.645 0.576 1.494
H 1.796 2.153 0.715
H 1.330 2.148 -0.988
H -0.706 -0.437 -1.261
H 1.529 -0.314 -1.522
H -2.155 -2.123 -0.553
H -2.217 -1.162 1.024
H -1.070 -2.425 0.626
*
```

Highest occupied orbital energy (spin up / spin down) (eV): -11.0364 / -12.7831
Energy relative to the best compared isomer or geometry (same formula, charge and spin) (kcal per mole): 42.39
Expectation value of S²: 2.050
Kohn-Sham gap (spin up / spin down) (eV): 7.216 / 6.652
LUMO level (spin up / spin down) (eV): -3.821 / -6.131

4.
Density functional theory data (ωB97M-V with the def2-TZVPD basis set) for a gas-phase ion, C4H8IN2S (charge +1) in a non-equilibrium geometry.

The geometry in ORCA input format:
```
! wB97M-V def2-TZVPD RIJCOSX def2/J DEFGRID3
* xyz 1 1
C -0.355 -1.919 1.234
C 0.734 -1.554 -1.222
C -1.582 0.147 0.841
C -1.149 1.575 1.041
N -0.807 -0.765 1.083
N 1.114 -0.223 -0.825
S 0.790 -2.650 0.236
I -3.477 -0.229 -0.209
H -0.715 -2.260 2.255
H -0.243 -1.640 -1.661
H 1.239 -2.176 -1.904
H -1.798 2.400 0.570
H -0.187 1.705 0.602
H -1.051 1.710 2.089
H 1.835 -0.283 -0.086
H 1.665 0.226 -1.546
*
```

Highest occupied orbital energy (eV): -13.8226
Energy relative to the best compared isomer or geometry (same formula, charge and spin) (kcal per mole): 17.70
Kohn-Sham gap (eV): 8.723
LUMO level (eV): -5.100

5.
Density functional theory data (ωB97M-V with the def2-TZVPD basis set) for a molecular structure, C4H8InN2OTl in a non-equilibrium geometry.

The geometry in ORCA input format:
```
! wB97M-V def2-TZVPD RIJCOSX def2/J DEFGRID3
* xyz 2 1
C 1.970 -0.132 0.057
C 0.767 0.956 0.363
C 0.457 2.102 -0.784
N 0.083 0.843 1.559
In -1.823 -0.042 0.987
O -1.597 -2.167 0.930
C -1.353 -2.546 -0.502
N -1.076 -2.567 -1.789
H 2.052 -0.218 -1.129
H 2.954 0.301 0.539
H 1.653 -1.174 0.490
H 0.418 3.157 -0.228
H -0.578 1.920 -1.347
H 1.377 2.114 -1.528
H -3.160 0.463 2.072
H -2.081 0.437 -0.759
Tl -0.060 -3.448 1.069
*
```

Highest occupied orbital energy (eV): -17.8941
Kohn-Sham gap (eV): 4.309
LUMO level (eV): -13.585

6.
Density functional theory data (ωB97M-V with the def2-TZVPD basis set) for a gas-phase ion, C4H8N (charge +1) in a non-equilibrium geometry.

The geometry in ORCA input format:
```
! wB97M-V def2-TZVPD RIJCOSX def2/J DEFGRID3
* xyz 1 1
N 1.146 1.234 -0.762
C 0.418 -0.108 -0.270
C -1.034 -0.227 -0.371
C -1.081 -1.316 0.677
C -0.229 -0.176 1.030
H 0.649 2.105 -0.496
H 1.307 0.911 -1.662
H 2.075 1.445 -0.250
H 1.157 -0.849 -0.670
H -1.751 0.400 -0.951
H -1.911 -1.500 1.261
H -0.575 -2.304 0.385
H -0.171 0.385 2.079
*
```

Highest occupied orbital energy (eV): -13.8135
Energy relative to the best compared isomer or geometry (same formula, charge and spin) (kcal per mole): 53.95
Kohn-Sham gap (eV): 10.028
LUMO level (eV): -3.786

7.
Density functional theory data (ωB97M-V with the def2-TZVPD basis set) for a gas-phase ion, C4H8N (charge +1) in a non-equilibrium geometry.

The geometry in ORCA input format:
```
! wB97M-V def2-TZVPD RIJCOSX def2/J DEFGRID3
* xyz 1 1
C 1.398 -0.175 -0.567
C 0.260 -0.262 0.263
C 0.362 -1.077 1.527
C -1.144 1.109 -1.167
N -0.898 0.285 -0.012
H 2.333 -0.641 -0.303
H 1.361 -1.002 1.960
H 1.240 0.412 -1.466
H -0.301 -0.643 2.279
H 0.103 -2.132 1.487
H -0.848 0.568 -2.074
H -2.171 1.434 -1.243
H -0.453 1.961 -1.135
*
```

Highest occupied orbital energy (eV): -16.0700
Energy relative to the best compared isomer or geometry (same formula, charge and spin) (kcal per mole): 64.92
Kohn-Sham gap (eV): 7.483
LUMO level (eV): -8.587

8.
Density functional theory data (ωB97M-V with the def2-TZVPD basis set) for a gas-phase ion, C4H8N (charge +1) in a non-equilibrium geometry.

The geometry in ORCA input format:
```
! wB97M-V def2-TZVPD RIJCOSX def2/J DEFGRID3
* xyz 1 3
C 1.016 -1.057 0.264
C -1.086 -0.848 0.121
C -0.105 -0.742 1.165
C 0.022 1.370 -0.513
N 0.039 -0.055 -0.168
H 2.030 -0.610 0.515
H 1.032 -1.952 -0.373
H -1.160 -1.851 -0.434
H -2.082 -0.221 0.221
H -0.116 -0.486 2.148
H -0.346 1.843 0.584
H 0.974 1.842 -0.845
H -0.791 1.441 -1.289
*
```

Highest occupied orbital energy (spin up / spin down) (eV): -9.9950 / -17.8333
Energy relative to the best compared isomer or geometry (same formula, charge and spin) (kcal per mole): 104.81
Expectation value of S²: 2.006
Kohn-Sham gap (spin up / spin down) (eV): 6.983 / 8.871
LUMO level (spin up / spin down) (eV): -3.012 / -8.962

9.
Density functional theory data (ωB97M-V with the def2-TZVPD basis set) for a single C4H8N2 molecule in a non-equilibrium geometry.

The geometry in ORCA input format:
```
! wB97M-V def2-TZVPD RIJCOSX def2/J DEFGRID3
* xyz 0 1
C 0.409 0.992 0.528
C 0.249 -0.503 0.252
N -0.145 1.776 -0.572
C -1.114 -0.963 0.256
C 1.027 -1.134 -0.745
N -2.069 -1.649 0.596
H -0.024 2.767 -0.400
H 0.335 1.540 -1.434
H -2.985 -1.377 0.225
H -0.131 1.262 1.440
H 1.484 1.150 0.692
H 0.113 -1.088 1.271
H 1.866 -0.586 -1.142
H 0.984 -2.187 -0.968
*
```

Highest occupied orbital energy (spin up / spin down) (eV): -6.0688 / -7.1303
Energy relative to the best compared isomer or geometry (same formula, charge and spin) (kcal per mole): 120.68
Kohn-Sham gap (spin up / spin down) (eV): 6.199 / 7.820
LUMO level (spin up / spin down) (eV): 0.131 / 0.690

10.
Density functional theory data (ωB97M-V with the def2-TZVPD basis set) for a single C4H8N2 molecule in a non-equilibrium geometry.

The geometry in ORCA input format:
```
! wB97M-V def2-TZVPD RIJCOSX def2/J DEFGRID3
* xyz 0 1
C 0.785 -0.025 1.755
N -0.393 -0.586 1.082
C -0.831 0.098 -0.104
C 0.154 -0.109 -1.261
C -0.181 0.414 -2.602
N -0.358 0.940 -3.615
H 1.662 -0.203 1.101
H 0.811 1.042 1.972
H 1.005 -0.560 2.697
H -1.209 -0.842 1.677
H -0.999 1.184 0.081
H -1.829 -0.417 -0.393
H 0.247 -1.223 -1.419
H 1.136 0.288 -0.971
*
```

Highest occupied orbital energy (eV): -9.2814
Energy relative to the best compared isomer or geometry (same formula, charge and spin) (kcal per mole): 20.00
Kohn-Sham gap (eV): 10.103
LUMO level (eV): 0.822

11.
Density functional theory data (ωB97M-V with the def2-TZVPD basis set) for a single C4H8N2 molecule.

The geometry in ORCA input format:
```
! wB97M-V def2-TZVPD RIJCOSX def2/J DEFGRID3
* xyz 0 1
C -0.741 0.479 -1.627
N -0.153 1.637 -0.966
C 0.529 0.349 -0.880
C 0.385 -0.621 0.264
C 0.759 -0.492 1.684
N -0.625 -0.265 1.252
H -0.769 0.453 -2.710
H -1.603 0.031 -1.126
H -0.675 1.838 -0.115
H 1.480 0.332 -1.415
H 0.375 -1.642 -0.121
H 1.292 0.375 2.057
H 0.965 -1.417 2.223
H -1.217 -1.057 1.482
*
```

Highest occupied orbital energy (eV): -9.3025
Energy relative to the best compared isomer or geometry (same formula, charge and spin) (kcal per mole): 52.79
Kohn-Sham gap (eV): 10.367
LUMO level (eV): 1.065

12.
Density functional theory data (ωB97M-V with the def2-TZVPD basis set) for a single C4H8N2 molecule in a non-equilibrium geometry.

The geometry in ORCA input format:
```
! wB97M-V def2-TZVPD RIJCOSX def2/J DEFGRID3
* xyz 0 1
C -0.739 0.701 1.348
C -0.618 0.639 -0.441
N 0.603 0.113 -0.995
C 0.696 -1.337 -0.940
C -0.030 -1.809 0.261
N -0.783 -1.623 1.122
H 0.118 1.352 1.468
H -0.691 0.098 2.301
H -1.700 1.189 1.450
H -1.449 0.184 -1.022
H -0.630 1.720 -0.627
H 1.400 0.568 -0.566
H 1.739 -1.658 -0.947
H 0.196 -1.776 -1.812
*
```

Highest occupied orbital energy (eV): -9.2342
Energy relative to the best compared isomer or geometry (same formula, charge and spin) (kcal per mole): 68.15
Kohn-Sham gap (eV): 10.150
LUMO level (eV): 0.915

13.
Density functional theory data (ωB97M-V with the def2-TZVPD basis set) for 2 unconnected molecules or ions with the total composition C4H8N2 in a non-equilibrium geometry.

The geometry in ORCA input format:
```
! wB97M-V def2-TZVPD RIJCOSX def2/J DEFGRID3
* xyz 0 1
C -0.562 1.166 1.276
N 0.476 0.753 0.582
C 0.538 -0.011 -0.531
C -0.694 -0.317 -1.319
C 1.826 -0.387 -0.968
N 2.884 -0.720 -1.327
H -1.562 0.972 0.915
H -0.387 1.688 2.205
H -0.624 -1.276 1.656
H 1.384 0.957 0.992
H -0.226 -1.603 1.111
H -0.528 -1.204 -1.937
H -1.551 -0.529 -0.670
H -0.975 0.510 -1.986
*
```

Highest occupied orbital energy (eV): -7.5999
Energy relative to the best compared isomer or geometry (same formula, charge and spin) (kcal per mole): 67.13
Kohn-Sham gap (eV): 8.126
LUMO level (eV): 0.526

14.
Density functional theory data (ωB97M-V with the def2-TZVPD basis set) for a single C4H8N2 molecule in a non-equilibrium geometry.

The geometry in ORCA input format:
```
! wB97M-V def2-TZVPD RIJCOSX def2/J DEFGRID3
* xyz 0 1
C -0.226 -1.321 0.056
C -0.642 0.148 0.066
C -0.073 0.954 -1.079
N -0.484 0.831 1.313
C -2.383 0.027 -0.136
N -3.506 -0.064 -0.297
H 0.838 -1.410 0.281
H -0.788 -1.879 0.804
H -0.416 -1.768 -0.918
H 1.014 0.976 -0.982
H -0.445 1.974 -1.045
H -0.324 0.514 -2.040
H -0.636 0.220 2.110
H 0.426 1.271 1.389
*
```

Highest occupied orbital energy (eV): -10.1506
Energy relative to the best compared isomer or geometry (same formula, charge and spin) (kcal per mole): 18.37
Kohn-Sham gap (eV): 10.936
LUMO level (eV): 0.786

15.
Density functional theory data (ωB97M-V with the def2-TZVPD basis set) for a single C4H8N2 molecule in a non-equilibrium geometry.

The geometry in ORCA input format:
```
! wB97M-V def2-TZVPD RIJCOSX def2/J DEFGRID3
* xyz 0 1
C 0.014 -1.067 -0.974
N 0.070 0.277 -0.411
C 1.390 0.825 -0.179
C -0.942 0.668 0.503
C -1.688 -0.388 1.114
N -1.944 -1.445 1.537
H 0.963 -1.289 -1.475
H -0.786 -1.133 -1.720
H -0.176 -1.830 -0.208
H 1.969 0.187 0.504
H 1.295 1.817 0.274
H 1.945 0.928 -1.121
H -1.215 1.716 0.443
H -0.879 0.609 1.813
*
```

Highest occupied orbital energy (eV): -8.6497
Energy relative to the best compared isomer or geometry (same formula, charge and spin) (kcal per mole): 73.24
Kohn-Sham gap (eV): 9.397
LUMO level (eV): 0.747

16.
Density functional theory data (ωB97M-V with the def2-TZVPD basis set) for a single C4H8N2 molecule in a non-equilibrium geometry.

The geometry in ORCA input format:
```
! wB97M-V def2-TZVPD RIJCOSX def2/J DEFGRID3
* xyz 0 1
H 0.720 2.246 -0.206
N 1.448 1.589 -0.077
C 0.984 0.407 -0.099
C 1.804 -0.925 0.040
N -0.415 0.175 -0.200
C -1.462 -0.743 -0.139
C -1.717 0.760 0.133
H 1.547 -1.604 -0.826
H 2.856 -0.642 0.016
H 1.667 -1.386 1.053
H -1.937 -1.212 -1.117
H -1.538 -1.262 0.807
H -1.852 1.008 1.228
H -2.104 1.587 -0.614
*
```

Highest occupied orbital energy (eV): -8.7353
Energy relative to the best compared isomer or geometry (same formula, charge and spin) (kcal per mole): 55.17
Kohn-Sham gap (eV): 9.693
LUMO level (eV): 0.958

17.
Density functional theory data (ωB97M-V with the def2-TZVPD basis set) for a single C4H8N2 molecule in a non-equilibrium geometry.

The geometry in ORCA input format:
```
! wB97M-V def2-TZVPD RIJCOSX def2/J DEFGRID3
* xyz 0 1
C 0.124 0.137 1.696
N 0.726 0.503 0.470
C -0.296 0.259 -0.550
C 0.322 0.263 -1.937
C -1.108 -0.998 -0.120
N -0.845 -1.058 1.160
H -0.533 0.932 2.074
H 0.909 -0.023 2.459
H -1.228 -1.752 1.789
H 1.512 -0.122 0.295
H -1.028 1.081 -0.467
H -0.447 0.082 -2.688
H 0.812 1.222 -2.153
H 1.078 -0.527 -2.028
*
```

Highest occupied orbital energy (eV): -8.3772
Energy relative to the best compared isomer or geometry (same formula, charge and spin) (kcal per mole): 49.90
Kohn-Sham gap (eV): 9.405
LUMO level (eV): 1.027